1.
80
Properties=species:S:1:pos:R:3 method="wB97M-V/def2-TZVPD" energy_ev=-96942.0105 total_charge=+1 fmax_ev_per_a=0.81 e_homo_ha=-0.4034 e_above_lowest_ev=0.4967
Zr -0.232 0.010 -0.258
O 3.205 -4.970 -1.243
C 2.677 -4.563 -2.388
O 2.886 -5.119 -3.430
C 1.817 -3.338 -2.358
C 1.197 -2.816 -3.480
N 0.529 -1.724 -3.101
N 0.661 -1.493 -1.797
C 1.435 -2.468 -1.325
C 1.631 -2.411 0.154
O 2.285 -3.243 0.760
O 1.010 -1.412 0.691
H 2.953 -4.416 -0.475
H 1.214 -3.166 -4.499
H -0.054 -1.107 -3.654
C -3.063 4.078 -0.482
N -1.974 4.139 0.490
C -1.749 5.375 1.233
C -1.194 3.058 0.656
N -1.361 1.937 0.011
N -0.176 3.188 1.575
C 0.685 2.202 2.020
N 1.575 2.594 2.940
N 0.637 0.993 1.573
H -3.573 5.036 -0.493
H -3.791 3.312 -0.205
H -2.695 3.889 -1.493
H -2.524 6.085 0.966
H -0.789 5.832 0.978
H -1.813 5.213 2.311
H -2.161 1.970 -0.610
H -0.028 4.107 1.954
H 1.574 3.511 3.348
H 2.240 1.883 3.251
H 1.380 0.434 1.987
S -2.286 3.864 -4.346
C -1.240 2.944 -3.491
S 0.237 3.542 -2.733
C 0.598 1.936 -2.179
N -0.295 1.039 -2.496
N -1.339 1.617 -3.213
C -2.152 0.728 -3.998
C -1.569 0.119 -5.102
C -2.315 -0.769 -5.860
C -3.637 -1.028 -5.517
C -4.212 -0.395 -4.425
C -3.469 0.489 -3.658
S 1.828 1.515 -1.083
H -0.552 0.376 -5.382
H -1.874 -1.244 -6.727
H -4.221 -1.721 -6.107
H -5.240 -0.601 -4.162
H -3.901 0.980 -2.797
N -2.983 -0.769 1.413
C -3.510 -1.196 2.568
C -2.475 -1.362 3.457
C -1.330 -1.026 2.730
N -1.644 -0.667 1.486
H -3.438 -0.622 0.525
H -4.571 -1.352 2.670
H -2.536 -1.692 4.479
H -0.300 -1.030 3.040
F -1.739 -2.678 -0.776
B -2.804 -2.151 -1.301
F -2.119 -0.339 -1.063
N 2.709 -3.964 3.623
C 3.679 -3.385 4.379
O 4.251 -3.939 5.293
C 3.989 -1.946 4.059
C 5.251 -1.454 4.363
C 5.536 -0.127 4.095
C 4.533 0.669 3.566
N 3.303 0.221 3.301
C 3.053 -1.070 3.534
H 2.581 -4.951 3.783
H 2.527 -3.625 2.687
H 5.980 -2.122 4.803
H 6.511 0.293 4.298
H 4.722 1.716 3.353
H 2.052 -1.422 3.308

---

2.
123
Properties=species:S:1:pos:R:3 method="wB97M-V/def2-TZVPD" energy_ev=-141937.7677 total_charge=+2 fmax_ev_per_a=3.42 e_homo_ha=-0.4387 e_above_lowest_ev=2.9009
Ta 0.288 0.401 -0.339
C 2.019 6.042 -1.557
C 0.920 5.609 -0.593
N -0.189 4.914 -1.282
C -1.387 5.728 -1.579
C -2.316 5.794 -0.373
C -0.149 3.642 -1.610
S 1.258 2.680 -1.203
N -1.168 3.139 -2.332
C -1.523 1.913 -2.324
O -1.145 1.082 -1.357
C -2.368 1.357 -3.370
C -2.775 0.022 -3.279
C -3.554 -0.526 -4.283
C -3.921 0.250 -5.376
C -3.510 1.577 -5.469
C -2.736 2.134 -4.470
H 2.817 6.534 -1.000
H 1.635 6.745 -2.299
H 2.446 5.185 -2.079
H 0.487 6.479 -0.103
H 1.319 4.958 0.183
H -1.898 5.283 -2.424
H -1.044 6.723 -1.858
H -2.684 4.796 -0.118
H -3.171 6.431 -0.606
H -1.811 6.210 0.501
H -2.479 -0.573 -2.423
H -3.870 -1.560 -4.219
H -4.532 -0.181 -6.160
H -3.792 2.171 -6.329
H -2.407 3.164 -4.531
O -0.237 -0.276 2.156
P -0.466 -1.610 2.853
C -2.056 -2.303 2.275
P -2.693 -1.311 0.923
O -1.609 -1.003 -0.095
C -3.439 0.169 1.592
C -3.979 0.232 2.876
C -4.683 1.360 3.272
C -4.872 2.412 2.385
C -4.340 2.349 1.102
C -3.623 1.231 0.705
C -3.995 -2.291 0.183
C -5.314 -1.839 0.142
C -6.304 -2.650 -0.399
C -5.981 -3.906 -0.894
C -4.662 -4.351 -0.874
C -3.671 -3.547 -0.339
C -0.748 -1.475 4.618
C -0.885 -2.609 5.422
C -1.098 -2.462 6.784
C -1.174 -1.191 7.346
C -1.054 -0.066 6.544
C -0.845 -0.208 5.179
C 0.773 -2.871 2.527
C 2.049 -2.501 2.116
C 3.027 -3.465 1.910
C 2.744 -4.804 2.137
C 1.470 -5.186 2.546
C 0.486 -4.228 2.733
H -2.783 -2.297 3.090
H -1.953 -3.334 1.935
H -3.849 -0.587 3.575
H -5.096 1.411 4.272
H -5.444 3.279 2.691
H -4.495 3.167 0.408
H -3.223 1.161 -0.297
H -5.571 -0.860 0.530
H -7.329 -2.300 -0.428
H -6.758 -4.542 -1.300
H -4.412 -5.326 -1.273
H -2.640 -3.889 -0.341
H -0.826 -3.606 5.004
H -1.198 -3.342 7.408
H -1.325 -1.080 8.414
H -1.103 0.925 6.985
H -0.754 0.656 4.534
H 2.295 -1.463 1.976
H 4.015 -3.160 1.584
H 3.514 -5.554 1.999
H 1.245 -6.230 2.724
H -0.509 -4.551 3.015
S 1.455 -0.113 -2.530
C 1.193 -1.799 -2.228
C 1.493 -2.828 -3.107
C 1.171 -4.116 -2.726
C 0.543 -4.334 -1.501
C 0.289 -3.253 -0.689
N 0.630 -2.007 -1.037
H 1.959 -2.610 -4.060
H 1.399 -4.950 -3.379
H 0.260 -5.328 -1.181
H -0.184 -3.366 0.275
Cl 2.811 4.152 6.811
C 3.184 2.496 7.142
C 3.590 2.151 8.421
C 4.017 0.862 8.684
C 4.028 -0.088 7.676
C 3.580 0.256 6.416
Cl 3.577 -0.961 5.178
C 3.142 1.554 6.109
N 2.789 1.906 4.787
C 1.531 2.324 4.331
C 0.452 2.540 5.191
C -0.799 2.883 4.699
C -1.001 3.059 3.339
C 0.087 2.934 2.485
C 1.345 2.575 2.955
C 2.548 2.491 2.050
C 2.790 1.092 1.524
O 3.706 0.401 1.820
O 1.829 0.608 0.625
H 3.602 2.908 9.195
H 4.369 0.602 9.676
H 4.380 -1.094 7.868
H 3.356 1.432 4.106
H 0.588 2.417 6.258
H -1.622 3.021 5.392
H -1.979 3.318 2.951
H -0.037 3.193 1.438
H 3.437 2.802 2.591
H 2.435 3.137 1.188

---

3.
17
Properties=species:S:1:pos:R:3 method="wB97M-V/def2-TZVPD" smiles="C/C=C(/C)CC=O" energy_ev=-8429.5905 fmax_ev_per_a=1.30 e_homo_ha=-0.3096 e_above_lowest_ev=1.6498
C -2.108 -0.262 0.332
C -0.796 0.417 0.576
C 0.253 0.476 -0.260
C 1.307 1.544 -0.144
C 0.548 -0.788 -1.051
C 0.948 -1.466 0.260
O 0.186 -1.899 1.094
H -2.791 0.576 0.133
H -2.129 -0.914 -0.545
H -2.502 -0.815 1.189
H -0.727 0.934 1.531
H 1.091 2.323 -0.887
H 1.274 2.019 0.842
H 2.333 1.203 -0.332
H 1.382 -0.725 -1.761
H -0.313 -1.255 -1.539
H 2.031 -1.390 0.467

---

Number 1: gap between HOMO and LUMO 0.293 Eh. Number 2: gap between HOMO and LUMO 0.218 Eh. Number 3: gap between HOMO and LUMO 0.336 Eh.